Density functional theory data (ωB97M-V/def2-TZVPD) for a cluster of 2 separate species, C4H6N4 in total in a non-equilibrium geometry.

## Properties
**Relative energy (zero: lowest compared OMol25 entry of this formula, charge and spin)**: 172.1 kcal/mol
**Molar mass**: 110.120 g/mol

Each line ends with the Löwdin charge.
Cartesian coordinates (Å):
N 0.719 0.213 -0.395  -0.19
H 0.682 2.323 -1.335  0.15
C -1.306 -0.015 1.544  -0.17
C -1.396 -0.682 0.205  -0.12
H -1.725 -0.632 2.414  0.13
H 2.215 -1.345 -1.776  0.23
C 0.370 1.722 -0.339  -0.04
H 2.500 -0.679 -0.154  0.02
C -0.262 -0.743 -0.507  -0.20
N 2.041 -0.256 -0.943  -0.03
H -0.215 -1.723 -1.143  0.14
N -0.952 1.209 1.710  -0.02
H -2.142 -1.491 0.072  0.09
N -0.528 2.100 0.649  0.01

---

Density functional theory data (ωB97M-V/def2-TZVPD) for a structure of composition C4H6N4 in a non-equilibrium geometry.

## Properties
**Relative energy (zero: lowest compared OMol25 entry of this formula, charge and spin)**: 198.0 kcal/mol
**Molar mass**: 110.120 g/mol

Each line ends with the Löwdin charge.
Cartesian coordinates (Å):
C -1.375 -0.939 -1.243  -0.19
N -0.972 -0.899 1.429  0.11
C 0.240 -0.096 -0.316  -0.11
C -0.889 -0.790 0.158  -0.28
C 0.979 0.369 0.698  -0.50
N -0.320 -0.163 -1.823  0.04
H -1.296 -1.864 -1.685  0.08
H -2.333 -0.718 -1.646  0.11
N 0.150 -0.113 1.666  -0.07
H 3.010 0.532 0.800  0.20
H -0.009 0.750 2.736  0.31
H 1.517 2.037 0.252  0.22
N 2.013 1.203 1.062  0.03
H -0.717 0.692 -2.088  0.06

---

Density functional theory data (ωB97M-V/def2-TZVPD) for the molecule C4H6N4 in a non-equilibrium geometry.

## Properties
**Relative energy (zero: lowest compared OMol25 entry of this formula, charge and spin)**: 52.2 kcal/mol
**Molar mass**: 110.120 g/mol

Each line ends with the Löwdin charge.
Cartesian coordinates (Å):
C -1.773 -0.784 0.032  -0.20
H 2.498 -0.855 0.929  0.13
H 1.649 -2.307 -0.032  0.10
N -1.921 0.561 -0.025  0.08
N -0.597 -1.338 0.017  0.09
C 1.839 -1.197 -0.013  -0.07
H -0.954 2.367 0.049  0.12
C 0.518 0.794 -0.013  -0.36
H 1.494 2.378 0.316  0.04
H -2.642 -1.395 0.163  0.10
H 2.376 -0.827 -0.880  0.07
C -0.863 1.279 -0.047  -0.07
N 0.517 -0.656 -0.030  -0.15
N 1.609 1.445 -0.005  0.12

---

Density functional theory data (ωB97M-V/def2-TZVPD) for a structure of composition C4H6N4 in a non-equilibrium geometry.

## Properties
**Relative energy (zero: lowest compared OMol25 entry of this formula, charge and spin)**: 145.7 kcal/mol
**Molar mass**: 110.120 g/mol

Each line ends with the Löwdin charge.
Cartesian coordinates (Å):
N 2.322 -0.654 -0.087  0.06
N -2.269 2.009 -0.133  0.11
H -2.704 0.089 0.598  0.16
C -1.307 1.233 -0.368  -0.15
N -2.387 -0.907 -0.155  -0.06
H 3.199 -0.408 -0.596  0.09
C -0.179 0.168 -0.270  -0.19
H -2.520 -1.583 1.042  0.21
H 2.550 1.939 0.555  0.09
H -0.424 -1.902 0.334  0.14
H 1.784 -1.236 -0.797  0.08
N 1.579 1.749 0.103  0.09
C 1.276 0.461 -0.114  -0.38
C -0.919 -0.957 -0.112  -0.24

---

Density functional theory data (ωB97M-V/def2-TZVPD) for the molecule C4H6N4 in a non-equilibrium geometry.

## Properties
**Relative energy (zero: lowest compared OMol25 entry of this formula, charge and spin)**: 34.7 kcal/mol
**Molar mass**: 110.120 g/mol

Each line ends with the Löwdin charge.
Cartesian coordinates (Å):
N -2.163 1.061 -0.116  0.12
C -1.431 0.026 -0.002  -0.44
C 0.745 0.998 0.133  -0.13
H -1.393 -1.849 -0.060  0.04
C 2.026 0.681 0.020  -0.08
H -2.985 -1.306 -0.188  0.11
N 0.786 -1.232 0.019  0.06
H 2.871 -1.552 -0.232  0.14
H 0.286 2.000 0.399  0.15
H -1.707 1.975 -0.153  0.04
C 2.026 -0.765 -0.059  -0.14
H 2.944 1.275 0.048  0.10
N 0.052 -0.134 0.013  -0.11
N -2.056 -1.177 0.178  0.14

---

Density functional theory data (ωB97M-V/def2-TZVPD) for the molecule C4H6N4 in a non-equilibrium geometry.

## Properties
**Relative energy (zero: lowest compared OMol25 entry of this formula, charge and spin)**: 56.4 kcal/mol
**Molar mass**: 110.120 g/mol

Each line ends with the Löwdin charge.
Cartesian coordinates (Å):
H -1.856 1.613 0.012  0.17
C -0.072 0.418 0.427  -0.27
H 1.794 1.551 0.289  0.12
N 1.104 -1.580 -0.038  0.09
C -2.012 -0.473 -0.161  -0.20
C -0.080 -1.113 0.145  -0.37
H 2.785 -0.629 -0.554  0.11
H 0.921 0.920 -1.186  0.12
C 1.262 0.726 -0.179  -0.17
N -1.347 0.708 -0.165  0.05
H -3.157 -0.508 -0.157  0.15
H 0.038 0.475 1.580  0.18
N 1.956 -0.526 -0.006  -0.08
N -1.336 -1.582 -0.008  0.12

---

Density functional theory data (ωB97M-V/def2-TZVPD) for the molecule C4H6N4O in a non-equilibrium geometry.

## Properties
**Relative energy (zero: lowest compared OMol25 entry of this formula, charge and spin)**: 208.2 kcal/mol
**Molar mass**: 126.119 g/mol

Each line ends with the Löwdin charge.
Cartesian coordinates (Å):
H -1.084 -1.818 -1.395  0.21
C -2.358 -0.523 0.056  0.00
N 0.841 1.405 -0.558  0.05
N -0.569 1.587 -0.833  0.03
H 2.779 -1.157 -0.129  0.09
O 0.070 -0.736 -0.038  -0.07
H 2.030 -0.456 1.530  0.15
N -2.354 0.673 0.669  0.12
H -3.257 -1.071 -0.178  0.10
C -1.085 1.135 0.351  -0.32
N -1.052 -0.754 -0.890  0.02
C 2.297 -0.275 0.359  0.01
H -0.127 1.377 1.059  0.17
C 0.898 0.170 -0.077  -0.60
H 2.972 0.445 0.076  0.03

---

Density functional theory data (ωB97M-V/def2-TZVPD) for a structure of composition C4H6N4O in a non-equilibrium geometry.

## Properties
**Relative energy (zero: lowest compared OMol25 entry of this formula, charge and spin)**: 112.4 kcal/mol
**Molar mass**: 126.119 g/mol

Each line ends with the Löwdin charge.
Cartesian coordinates (Å):
C -2.119 0.361 0.301  -0.46
N -0.059 -0.415 0.660  -0.07
H 0.664 -2.273 -1.037  0.10
H -0.854 2.658 -0.319  0.09
C 1.665 -1.861 -0.708  0.02
H 2.538 -2.445 -0.982  0.07
N -0.743 0.669 0.232  -0.12
C 1.680 -0.803 0.066  0.07
N -2.084 -1.036 0.798  0.08
O -3.037 1.087 0.034  0.06
N -0.898 -1.378 0.887  -0.06
H 0.559 1.529 -1.107  0.12
C -0.124 1.858 -0.198  -0.06
H 2.227 -0.351 0.793  0.05
H 0.587 2.400 0.579  0.12

---

Density functional theory data (ωB97M-V/def2-TZVPD) for the ion C4H6N5O4 with charge -1 in a non-equilibrium geometry.

## Properties
**Net charge**: -1
**Relative energy (zero: lowest compared OMol25 entry of this formula, charge and spin)**: 28.4 kcal/mol
**Molar mass**: 188.123 g/mol

Each line ends with the Löwdin charge.
Cartesian coordinates (Å):
N -1.206 -0.279 -1.264  -0.02
O 2.844 1.123 -0.851  -0.03
N -1.663 0.613 0.920  -0.14
O 2.333 1.389 1.311  0.00
H -0.244 1.369 -1.903  0.12
C 0.636 0.643 -0.175  -0.10
C 0.227 -0.627 0.523  -0.14
N -0.905 1.753 0.611  0.04
H 0.315 -0.740 1.547  0.13
H -0.529 2.092 1.441  0.01
C -1.287 -0.519 0.173  -0.34
N 0.064 0.486 -1.482  0.03
O 1.372 -2.642 0.637  0.05
H -1.102 -1.183 -1.833  0.11
O 0.622 -2.032 -1.301  0.04
H -2.620 0.763 1.230  0.11
N 0.769 -1.855 -0.091  -0.31
H -1.739 -1.518 0.354  0.16
C 2.112 1.163 0.150  -0.73

---

Density functional theory data (ωB97M-V/def2-TZVPD) for the ion C4H6NO with charge +1 in a non-equilibrium geometry.

## Properties
**Net charge**: +1
**Relative energy (zero: lowest compared OMol25 entry of this formula, charge and spin)**: 56.4 kcal/mol
**Molar mass**: 84.098 g/mol

Each line ends with the Löwdin charge.
Cartesian coordinates (Å):
H -1.690 0.972 -0.800  0.20
C -0.150 1.173 1.407  -0.09
C -0.733 2.291 1.456  -0.16
H -0.677 -0.392 -1.558  0.23
C 0.844 -1.046 0.498  0.17
H 0.290 0.893 2.345  0.16
H 0.843 -1.768 -0.260  0.03
N -0.768 0.481 -0.894  0.21
H 1.565 -1.054 1.259  0.05
C -0.056 0.217 0.404  -0.23
H -0.154 0.988 -1.530  0.17
O -1.233 3.323 1.544  0.27